19
Properties=species:S:1:pos:R:3:forces:R:3 method="wB97M-V/def2-TZVPD" e_lumo_ev=1.1 charge=0 relative_energy_ev=2.372 gap_ev=10.583 energy_ha=-310.97210 e_homo_ev=-9.47
C -0.430 2.738 0.358 -0.031 0.040 0.012
C 0.361 1.465 0.070 0.035 -0.014 -0.049
C -0.342 0.204 0.574 0.027 -0.152 -0.319
C 0.457 -1.063 0.244 0.073 -0.097 -2.076
C 0.434 -1.563 -1.315 1.669 1.962 0.932
O -0.702 -2.367 -1.266 0.794 -0.143 3.410
C -0.272 -2.370 0.331 -1.485 -1.066 -1.832
H -1.427 2.691 -0.095 0.139 0.005 0.058
H -0.562 2.884 1.437 0.013 -0.026 -0.149
H 0.077 3.623 -0.040 -0.073 -0.121 0.063
H 1.357 1.537 0.531 -0.150 -0.030 -0.061
H 0.528 1.370 -1.011 -0.006 0.044 0.144
H -1.318 0.105 0.082 0.046 0.104 0.041
H -0.558 0.333 1.652 0.238 -0.371 -0.299
H 1.501 -1.022 0.593 -0.528 -0.211 0.252
H 1.331 -2.192 -1.408 0.082 0.283 -0.388
H 0.435 -0.739 -2.026 -0.147 -0.144 -0.500
H -1.257 -2.413 0.747 -0.216 -0.126 0.966
H 0.387 -3.221 0.542 -0.480 0.064 -0.203